No. 1
The following is a DFT calculation (ωB97M-V/def2-TZVPD) of a single C5H10N3P molecule in a non-equilibrium geometry.

Properties
energy above the lowest of the compared OMol25 structures with the same formula, charge and spin: 107.0 kcal/mol
Kohn-Sham gap (spin up / spin down): 7.2 / 7.2 eV
HOMO (spin up / spin down): -7.81 / -7.81 eV
lowest unoccupied orbital energy (spin up / spin down): -0.57 / -0.57 eV
M: 143.13 g mol⁻¹

Cartesian coordinates (Å):
1 C 0.6979 -0.6139 0.2495
2 C 0.9247 1.7419 -1.0049
3 C 0.5486 1.3942 1.4079
4 C -1.2625 0.6323 -0.1557
5 C 0.3033 0.7974 0.0718
6 N 0.3035 -1.6490 0.6814
7 N 0.3746 -2.8653 0.9926
8 N -0.2105 -3.7249 0.0901
9 P -0.4504 -3.4513 -1.4845
10 H 0.8833 1.1962 -1.9208
11 H 0.0900 2.6127 -0.9361
12 H 1.8699 2.2040 -0.6509
13 H 0.2843 0.5985 2.1658
14 H 0.0274 2.3947 1.6164
15 H 1.6777 1.5325 1.5379
16 H -1.8272 0.0117 0.6033
17 H -1.4102 0.2589 -1.1915
18 H -1.7398 1.6631 -0.2337
19 H -1.0845 -4.7337 -1.8387

Force components x, y, z for each atom (eV/Å):
C -0.2 -0.5 -0.6
C -2.7 1.1 2.1
C 1.2 0.6 2.8
C -0.6 1.4 -1.0
C -1.8 0.1 0.1
N 2.2 1.2 -1.7
N -1.4 -1.3 0.5
N 0.2 -0.3 -0.2
P -0.5 0.0 0.3
H 0.5 0.3 -1.0
H 2.1 -1.8 -0.8
H -0.4 -0.7 -0.7
H -0.1 1.4 -0.3
H 0.6 -1.5 -0.4
H -1.5 0.1 -0.1
H 1.0 0.7 -0.9
H 0.0 -0.3 0.7
H 0.6 -1.1 0.5
H 0.6 0.6 0.5

No. 2
The following is a DFT calculation (ωB97M-V/def2-TZVPD) of a molecular structure, C5H13NO4.

Properties
energy above the lowest of the compared OMol25 structures with the same formula, charge and spin: 36.9 kcal/mol
Kohn-Sham gap: 10.0 eV
HOMO: -9.14 eV
lowest unoccupied orbital energy: 0.88 eV
M: 151.16 g mol⁻¹

Cartesian coordinates (Å):
1 C -1.7507 1.2833 0.4631
2 C 0.2229 1.0324 -1.7399
3 N -1.2312 2.0421 1.4660
4 O 0.0388 0.6803 -0.3986
5 O -2.2826 0.1555 0.7234
6 H -1.3753 -0.6072 1.1109
7 H -2.0762 1.8429 -0.4154
8 H -0.8154 1.5071 2.2189
9 H -0.6789 2.8360 1.1797
10 H 0.3058 2.1241 -1.8416
11 H -0.5992 0.6920 -2.3891
12 H 1.1541 0.5998 -2.1287
13 C 2.3171 -0.7484 1.1399
14 C -0.4393 -1.8635 -1.0444
15 C 0.2464 -1.1625 0.0953
16 O 1.5748 -1.3163 0.0482
17 O -0.3198 -1.1184 1.2524
18 H 2.0767 -1.2540 2.0752
19 H 2.0870 0.3147 1.2173
20 H 3.3636 -0.8966 0.8860
21 H 0.0930 -1.7034 -1.9779
22 H -0.4483 -2.9319 -0.8188
23 H -1.4634 -1.5081 -1.1219

Force components x, y, z for each atom (eV/Å):
C -0.3 -0.3 0.7
C 0.1 -0.2 0.1
N 0.0 -0.1 -0.2
O 0.0 -0.6 0.1
O 0.2 0.5 -0.3
H 0.6 -0.2 0.1
H 0.2 -0.1 -0.1
H -0.1 0.1 0.0
H 0.0 -0.1 0.0
H 0.0 -0.1 0.0
H 0.0 0.0 0.0
H 0.0 0.0 0.0
C -0.2 -0.1 -0.1
C 0.1 0.1 0.1
C 0.0 0.5 -0.3
O -0.1 0.1 0.1
O -0.4 0.3 -0.1
H 0.0 0.0 -0.1
H 0.0 0.0 0.0
H 0.0 0.0 0.0
H 0.0 0.0 0.0
H 0.0 0.0 0.0
H 0.0 0.0 0.0

Which formula does entry 2 have?
C5H13NO4

Look up the energy above the lowest of the compared OMol25 structures with the same formula, charge and spin of the second one.
36.9 kcal/mol

Among the records above, which one has the lowest M?
C5H10N3P